1.
Molecular formula: C5H10N2O
Method: DFT, the ωB97M-V functional and the def2-TZVPD basis

The LUMO energy comes out at 0.22 eV. As for the HOMO energy: -8.90 eV.

Cartesian coordinates (Å):
C (1.32, 1.88, 0.18)
C (1.12, -0.71, 0.13)
C (-1.35, -1.20, 0.21)
C (-1.46, 0.00, -0.42)
C (-2.37, 1.07, -0.04)
H (-0.22, 1.94, -0.27)
H (2.29, 2.67, -0.79)
H (1.58, 1.99, 1.66)
H (2.55, 0.56, -0.93)
H (-1.57, -2.20, -0.40)
H (-2.07, -1.41, 1.19)
H (-1.43, -0.10, -1.66)
H (-2.91, 0.86, 0.98)
H (-3.22, 0.72, -0.57)
H (-1.92, 1.96, -0.39)
N (1.86, 0.59, -0.06)
N (-0.24, -0.45, 0.38)
O (1.50, -1.77, -0.18)

***

2.
Molecular formula: C7H21N7O14
Method: DFT, the ωB97M-V functional and the def2-TZVPD basis

The LUMO energy comes out at -0.17 eV. As for the HOMO energy: -10.93 eV. Its SMILES is C[N+](=O)[O-].C[N+](=O)[O-].C[N+](=O)[O-].C[N+](=O)[O-].C[N+](=O)[O-].C[N+](=O)[O-].C[N+](=O)[O-].

Cartesian coordinates (Å):
C (3.87, 3.62, -3.66)
N (3.98, 3.21, -5.14)
O (3.93, 4.17, -5.93)
O (4.04, 2.01, -5.42)
H (3.80, 2.71, -3.06)
H (2.98, 4.23, -3.47)
H (4.77, 4.21, -3.55)
C (-7.48, -2.44, 2.96)
N (-7.84, -1.02, 3.18)
O (-7.36, -0.20, 2.40)
O (-8.66, -0.83, 4.07)
H (-8.34, -2.81, 2.41)
H (-7.44, -3.02, 3.89)
H (-6.54, -2.60, 2.43)
C (3.61, -1.37, 6.36)
N (4.07, -2.72, 6.83)
O (3.77, -3.66, 6.09)
O (4.66, -2.87, 7.91)
H (2.76, -1.40, 5.67)
H (4.47, -0.99, 5.82)
H (3.32, -0.87, 7.29)
C (0.79, -1.76, 0.26)
N (-0.12, -2.88, 0.02)
O (-1.12, -2.72, -0.52)
O (0.21, -3.99, 0.43)
H (1.82, -2.05, 0.43)
H (0.42, -1.21, 1.13)
H (0.62, -1.15, -0.63)
C (8.82, -1.80, -0.93)
N (7.67, -2.60, -0.44)
O (7.46, -2.61, 0.80)
O (7.00, -3.14, -1.32)
H (9.60, -2.57, -0.93)
H (9.14, -1.04, -0.23)
H (8.65, -1.39, -1.92)
C (-5.22, -0.26, -4.81)
N (-5.01, -1.12, -6.08)
O (-5.91, -1.19, -6.92)
O (-3.85, -1.56, -6.25)
H (-5.70, 0.66, -5.13)
H (-4.24, -0.09, -4.36)
H (-5.80, -0.92, -4.16)
C (-4.28, 5.57, 0.45)
N (-2.88, 5.26, 0.79)
O (-2.26, 4.34, 0.32)
O (-2.33, 5.95, 1.65)
H (-4.77, 4.79, -0.13)
H (-4.34, 6.55, -0.03)
H (-4.73, 5.55, 1.44)

***

3.
Molecular formula: AsB2F6H8Sn
Method: DFT, the ωB97M-V functional and the def2-TZVPD basis

The charge is -2. The LUMO energy (spin up / spin down) comes out at 5.23 / 5.23 eV. As for the HOMO energy (spin up / spin down): -0.54 / -2.88 eV. Its multiplicity is 2.

Cartesian coordinates (Å):
Sn (-9.73, -8.48, -8.22)
B (-8.06, -10.91, -8.82)
H (-9.01, -11.15, -8.38)
H (-7.59, -11.88, -8.89)
H (-8.25, -10.48, -9.79)
H (-7.43, -10.31, -8.18)
B (-7.53, -7.65, -6.12)
H (-7.05, -7.58, -7.08)
H (-8.48, -7.14, -6.09)
H (-7.77, -8.68, -5.92)
H (-6.93, -7.30, -5.29)
As (-11.54, -4.70, -7.71)
F (-11.77, -4.78, -5.91)
F (-11.76, -6.53, -7.82)
F (-11.23, -4.62, -9.46)
F (-10.98, -2.97, -7.49)
F (-9.81, -5.08, -7.37)
F (-13.31, -4.32, -8.03)

***

4.
Molecular formula: C21H50Cl2OP2Ru
Method: DFT, the ωB97M-V functional and the def2-TZVPD basis

The charge is -1. The LUMO energy (spin up / spin down) comes out at 2.81 / 1.89 eV. As for the HOMO energy (spin up / spin down): -0.48 / -4.50 eV. Its multiplicity is 6.

Cartesian coordinates (Å):
Ru (-0.85, 0.11, 0.29)
Cl (-0.33, 0.70, -1.90)
P (-2.78, -0.80, -0.47)
C (-2.94, -1.81, -2.04)
C (-3.67, -1.74, 0.86)
C (-3.78, 0.71, -0.93)
C (-1.67, -2.63, -2.28)
H (-3.01, -1.05, -2.83)
C (-4.17, -2.72, -2.11)
H (-4.12, -3.55, -1.39)
H (-4.21, -3.18, -3.12)
H (-5.12, -2.20, -1.97)
H (-0.80, -1.97, -2.40)
H (-1.77, -3.22, -3.20)
H (-1.47, -3.32, -1.45)
H (-3.14, 1.20, -1.68)
C (-3.98, 1.68, 0.23)
C (-5.13, 0.36, -1.57)
H (-5.03, -0.22, -2.49)
H (-5.66, 1.29, -1.83)
H (-5.76, -0.20, -0.86)
H (-3.07, 1.80, 0.85)
H (-4.82, 1.37, 0.86)
H (-4.21, 2.67, -0.18)
C (-3.02, -3.11, 1.07)
H (-4.71, -1.88, 0.50)
C (-3.69, -0.94, 2.17)
H (-3.10, -3.77, 0.21)
H (-3.52, -3.62, 1.91)
H (-1.96, -2.98, 1.33)
H (-2.71, -0.49, 2.35)
H (-3.90, -1.62, 3.01)
H (-4.46, -0.16, 2.17)
Cl (-0.10, -0.95, 2.22)
H (-0.81, -1.40, -0.15)
P (4.06, 0.16, -0.67)
C (3.85, 1.82, -1.37)
C (4.32, -0.06, 1.12)
C (3.50, -1.12, -1.82)
C (2.66, 2.60, -0.82)
H (3.64, 1.64, -2.45)
C (5.18, 2.57, -1.24)
H (5.34, 2.92, -0.21)
H (5.19, 3.45, -1.90)
H (6.03, 1.93, -1.52)
H (1.72, 2.06, -0.96)
H (2.58, 3.55, -1.37)
H (2.77, 2.84, 0.25)
H (2.92, -0.57, -2.59)
C (2.57, -2.16, -1.19)
C (4.75, -1.74, -2.47)
H (5.24, -1.01, -3.13)
H (4.48, -2.61, -3.08)
H (5.47, -2.06, -1.71)
H (1.70, -1.68, -0.71)
H (3.09, -2.79, -0.46)
H (2.19, -2.81, -1.99)
C (3.63, 0.99, 2.00)
H (5.42, 0.11, 1.20)
C (4.06, -1.49, 1.63)
H (3.94, 2.01, 1.77)
H (3.89, 0.79, 3.05)
H (2.53, 0.91, 1.92)
H (2.98, -1.70, 1.67)
H (4.44, -1.57, 2.66)
H (4.57, -2.25, 1.03)
C (-0.35, 4.12, 1.98)
C (-0.23, 2.61, 2.16)
C (-0.79, 2.15, 3.50)
O (-0.89, 2.00, 1.04)
H (-1.39, 4.43, 1.89)
H (0.20, 4.45, 1.09)
H (0.08, 4.63, 2.85)
H (0.84, 2.34, 2.13)
H (-1.88, 2.28, 3.54)
H (-0.54, 1.10, 3.68)
H (-0.34, 2.76, 4.29)

***

5.
Molecular formula: C18H17N3O3S
Method: DFT, the ωB97M-V functional and the def2-TZVPD basis

The LUMO energy comes out at -0.53 eV. As for the HOMO energy: -8.05 eV.

Cartesian coordinates (Å):
C (-2.18, -3.33, 0.56)
C (-3.25, -2.38, 0.41)
H (-3.93, -2.46, 1.21)
H (-3.90, -2.55, -0.55)
C (-2.93, -1.08, 0.33)
C (-4.10, -0.06, 1.01)
O (-5.13, -0.43, 1.71)
N (-3.78, 1.39, 0.61)
C (-2.78, 1.78, -0.17)
N (-2.05, 0.91, -0.86)
C (-2.42, -0.20, -0.81)
O (-2.20, -1.00, -1.88)
S (-2.28, 3.25, -0.18)
C (-0.77, 3.38, -1.02)
H (-0.31, 4.25, -1.12)
H (-1.13, 3.04, -1.96)
C (0.15, 2.06, -0.37)
O (0.23, 2.10, 0.85)
N (0.84, 1.55, -1.40)
C (1.50, 0.37, -0.85)
C (1.11, -0.93, -1.50)
C (1.77, -1.96, -0.88)
C (2.97, -1.82, -0.17)
C (3.35, -0.61, 0.39)
C (4.55, -0.35, 0.79)
C (5.07, 0.74, 1.41)
C (4.30, 1.68, 0.99)
C (3.21, 1.92, 0.19)
C (2.61, 0.46, -0.06)
H (2.69, 2.61, -0.04)
H (4.67, 2.95, 1.24)
H (5.83, 0.80, 1.91)
H (5.12, -1.36, 1.35)
H (3.51, -2.93, 0.06)
H (1.53, -3.09, -1.38)
H (0.32, -0.83, -1.99)
H (0.33, 1.37, -2.42)
H (-4.38, 2.08, 1.40)
H (-2.16, -0.76, 1.24)
H (-1.79, -3.07, 1.50)
H (-2.50, -4.43, 0.58)
H (-1.69, -3.07, -0.12)